The following is a DFT calculation (ωB97M-V/def2-TZVPD) of a single C4H10O2 molecule.

Element x y z (Å)
C (0.96844, -1.46965, -0.12491)
C (0.12992, -0.19233, -0.23648)
C (0.55542, 0.98577, 0.66169)
O (0.35168, 2.22480, -0.01589)
C (-1.36647, -0.48119, -0.08217)
O (-2.15644, 0.68757, -0.04369)
H (2.03270, -1.23847, -0.23927)
H (0.84604, -2.01437, 0.81892)
H (0.69535, -2.16627, -0.92695)
H (0.29054, 0.19215, -1.25458)
H (1.60317, 0.89978, 0.97850)
H (-0.07119, 1.06121, 1.55496)
H (0.95150, 2.23832, -0.77403)
H (-1.69883, -1.13008, -0.90681)
H (-1.54150, -1.04003, 0.85074)
H (-1.59035, 1.44279, -0.26002)

Calculated values
- SMILES = CC(CO)CO
- Kohn-Sham gap (eV) = 10.91
- energy relative to the best compared isomer or geometry (same formula, charge and spin) (kcal/mol) = 20.2

Atom charges from the natural (NBO) analysis, given in e for atoms 1 to 8: atom 1 (C): -0.61, atom 2 (C): -0.27, atom 3 (C): -0.07, atom 4 (O): -0.73, atom 5 (C): -0.05, atom 6 (O): -0.73, atom 7 (H): 0.21, atom 8 (H): 0.21